C26H40O3 | ωB97M-V/def2-TZVPD

Geometry as XYZ:
```
69
Properties=species:S:1:pos:R:3:forces:R:3
C -2.7133 1.4986 5.3358 0.12 -0.02 -0.22
C -1.6654 1.2420 4.2594 0.02 -0.09 0.10
C -0.4170 0.5288 4.7822 -0.07 0.17 0.05
C 0.3244 1.2593 5.9016 -0.04 0.04 -0.13
C 0.9119 2.6131 5.5036 0.08 -0.16 0.05
H 0.1303 3.2635 5.1098 0.00 0.11 0.06
H 1.3186 3.0839 6.4010 -0.03 0.06 -0.05
C 2.0235 2.5019 4.4581 -0.29 0.09 0.02
C 1.4998 2.4878 3.0391 0.06 0.17 0.33
O 0.5470 3.1107 2.6481 -0.07 0.02 -0.04
O 2.2777 1.7320 2.2590 0.28 -0.21 0.02
C 1.9971 1.6941 0.8619 -0.27 0.06 -0.64
H 1.4062 2.5841 0.6157 0.09 -0.19 0.00
C 1.2374 0.4295 0.4098 -0.15 0.42 0.16
C -0.2814 0.5011 0.5349 0.12 -0.17 0.03
H -0.5851 0.4714 1.5822 -0.04 0.07 0.08
C -0.9326 -0.6617 -0.2186 -0.06 0.27 -0.13
H -0.6720 -1.5963 0.2760 -0.06 -0.13 0.03
H -2.0138 -0.5412 -0.1508 -0.05 -0.11 0.05
C -0.5139 -0.7191 -1.6952 0.08 -0.38 0.18
H -0.8385 0.2186 -2.1647 0.01 0.04 -0.05
C 1.0192 -0.7622 -1.8330 -0.08 0.60 -0.26
C 1.5876 0.4399 -1.0857 0.21 -0.40 0.22
C 3.0981 0.6785 -1.1007 -0.12 0.12 -0.11
H 3.4352 1.1028 -2.0448 0.06 -0.07 -0.05
H 3.6359 -0.2555 -0.9398 0.05 -0.07 -0.02
C 3.3180 1.6595 0.0663 0.01 0.01 0.19
H 3.5722 2.6555 -0.2929 0.06 0.02 0.04
H 4.1189 1.3304 0.7273 0.06 0.04 0.00
H 1.1173 1.3352 -1.5118 -0.08 0.05 -0.01
C 1.4062 -0.7231 -3.3079 0.02 -0.34 0.19
C 0.7891 -1.9088 -4.0430 0.11 0.23 -0.11
C -0.6983 -1.9338 -3.8826 -0.13 -0.05 -0.18
C -1.4899 -2.0615 -4.9540 0.39 0.13 -0.25
C -2.9397 -2.2323 -4.9074 -0.34 -0.09 0.36
O -3.6277 -2.2801 -5.9053 0.05 0.01 -0.03
C -3.5006 -2.4086 -3.5158 -0.18 0.15 0.00
C -2.7406 -1.5542 -2.5100 0.07 -0.20 -0.03
H -3.1762 -1.7051 -1.5216 0.02 0.08 0.02
H -2.8778 -0.5040 -2.7801 0.01 0.07 0.05
C -1.2320 -1.8630 -2.4690 -0.28 0.15 0.07
C -1.0003 -3.2377 -1.8172 -0.02 0.14 -0.05
H -1.5811 -3.3320 -0.9036 -0.02 -0.03 0.13
H -1.3042 -4.0303 -2.4973 -0.02 -0.11 -0.01
H 0.0485 -3.3882 -1.5785 0.13 -0.09 0.06
H -4.5615 -2.1528 -3.5191 0.04 -0.07 -0.07
H -3.4183 -3.4682 -3.2599 -0.02 -0.06 -0.01
H -1.0598 -2.0840 -5.9469 0.07 -0.02 -0.09
H 1.0495 -1.8762 -5.1021 -0.03 -0.11 0.01
H 1.2000 -2.8342 -3.6283 0.05 -0.06 0.00
H 2.4916 -0.7542 -3.4128 0.04 0.06 -0.04
H 1.0499 0.2072 -3.7560 0.01 0.11 -0.01
H 1.4150 -1.6825 -1.3965 0.03 -0.07 0.05
H -0.6338 1.4480 0.1198 -0.01 0.09 0.01
C 1.7915 -0.7734 1.1769 -0.09 0.14 -0.18
H 2.8767 -0.7718 1.1747 0.18 -0.09 0.04
H 1.4616 -0.7235 2.2125 0.01 -0.03 0.09
H 1.4459 -1.7132 0.7596 0.00 -0.15 -0.02
H 2.6410 1.6179 4.6192 0.05 0.04 0.01
H 2.6715 3.3806 4.5225 0.06 -0.05 -0.06
H -0.3539 1.4071 6.7432 0.02 -0.05 0.09
H 1.1369 0.6161 6.2521 -0.01 0.01 0.09
H 0.2698 0.3732 3.9463 0.05 -0.17 -0.06
H -0.7066 -0.4582 5.1547 0.05 -0.06 -0.08
H -2.1110 0.6133 3.4833 0.03 0.06 -0.07
H -1.3815 2.1839 3.7889 -0.03 -0.02 -0.09
H -3.6248 1.8838 4.8846 -0.11 0.05 0.04
H -2.9547 0.5770 5.8625 -0.07 -0.07 0.12
H -2.3635 2.2296 6.0599 -0.02 0.07 0.14
```
Positions in Å, forces in eV/Å.

Output
Orbital gap, hartree: 0.364
ΔE to the lowest compared entry with this formula, charge and spin, kcal/mol: 0.52
Structure (SMILES): CCCCCCC(=O)O[C@H]1CC[C@H]2[C@@H]3CCC4=CC(=O)CC[C@]4(C)[C@H]3CC[C@]12C

Mulliken population analysis, charges in e, atoms 1 to 6: atom 1 (C): -1.5885, atom 2 (C): -0.0091, atom 3 (C): 0.6088, atom 4 (C): -1.0394, atom 5 (C): -0.6542, atom 6 (H): 0.3207



CH2O2S2 | ωB97M-V/def2-TZVPD

Geometry as XYZ:
```
7
Properties=species:S:1:pos:R:3:forces:R:3
C 2.1700 1.5317 -0.4695 -1.87 0.20 -1.44
O 0.9938 -1.4672 0.3685 -1.72 -0.75 0.49
O 1.2336 1.5647 -1.1285 2.31 0.27 1.19
S -2.6418 0.1548 0.1402 2.31 -0.26 1.88
S -0.2718 -0.4523 -0.0423 -0.86 1.15 -0.98
H -2.3496 0.9621 1.2672 -0.47 -0.93 -1.31
H 0.8658 -2.2938 -0.1356 0.31 0.32 0.17
```
Positions in Å, forces in eV/Å.

Output
Orbital gap (spin up / spin down), hartree: 0.274 / 0.275
ΔE to the lowest compared entry with this formula, charge and spin, kcal/mol: 53.52

Mulliken population analysis, charges in e, atoms 1 to 6: atom 1 (C): 0.1519, atom 2 (O): -0.4476, atom 3 (O): -0.1529, atom 4 (S): -0.2877, atom 5 (S): 0.1996, atom 6 (H): 0.1790



C34H43BF9N5O30P | ωB97M-V/def2-TZVPD

Geometry as XYZ:
```
123
Properties=species:S:1:pos:R:3:forces:R:3
C 5.0742 1.4378 3.4597 -0.17 -0.04 0.20
C 3.8911 2.0160 3.1340 0.30 0.14 -0.38
C 3.4263 2.2540 1.6731 -1.40 -1.11 1.31
C 2.0881 2.9611 1.7623 0.96 -1.66 -1.05
N 0.9439 2.4071 1.3414 -0.50 0.81 0.56
C 0.0158 3.3413 1.6394 0.36 -0.80 -0.68
N -1.3047 3.2470 1.4345 -0.76 -0.75 0.72
O -1.7311 2.0904 0.8125 -0.25 -0.35 -0.40
P -2.4278 4.5455 1.9327 -0.18 2.18 0.04
N -2.3541 4.6857 3.6633 0.08 -1.60 -1.34
O -3.8993 3.8830 1.6888 0.92 -0.39 0.49
N 0.5982 4.4114 2.1783 -0.38 1.28 0.52
N 1.9378 4.1778 2.2576 -0.24 -0.12 0.14
B 2.9215 5.1950 2.8348 1.70 0.80 0.42
O 3.3192 5.0274 4.1416 -1.07 0.64 -0.75
C 3.4225 6.4121 1.9811 -0.34 -0.17 0.29
C 2.8856 7.7001 2.7418 -0.43 -0.74 -0.34
H 5.3134 0.3996 3.2092 0.83 0.86 -1.48
H 5.7783 2.0352 4.0533 -0.77 -1.06 1.39
H 3.2496 2.3669 3.9520 0.82 1.51 -0.43
H 3.3163 1.2772 1.1740 -0.02 0.55 -0.37
H 4.1253 2.9139 1.1454 0.08 -0.35 0.23
H -1.6128 1.3273 1.4046 0.09 0.30 0.12
H -1.5605 5.2438 3.9581 -0.27 0.12 0.15
H -2.2869 3.7466 4.0622 -0.09 0.34 0.54
H -4.4852 4.0892 2.4374 0.08 -0.08 -0.17
H 0.2105 5.2919 2.4837 -0.03 -0.07 -0.25
H 2.5512 5.1048 4.7308 0.46 -0.58 0.30
H 3.0466 6.3584 0.9485 0.31 0.19 0.22
H 4.5210 6.4843 1.9873 -0.30 -0.20 -0.17
H 2.3847 8.3686 2.0322 0.29 -0.05 0.20
H 3.7077 8.2005 3.2605 -0.36 -0.11 -0.07
H 2.1202 7.3820 3.4750 0.24 0.46 -0.04
C -5.4787 1.9951 -1.0039 0.77 0.07 -0.10
C -6.6329 2.2320 -0.0727 -0.38 0.37 -0.32
O -7.6372 1.3861 -0.5982 0.57 -0.25 0.22
C -6.9876 0.3430 -1.1944 -0.26 -0.28 -0.26
O -7.5012 -0.6774 -1.5018 0.10 0.12 0.00
O -5.6650 0.6315 -1.3798 -0.46 0.10 0.23
F -7.0589 3.5169 -0.1390 -0.05 0.00 0.17
H -5.5225 2.6258 -1.8937 -0.22 0.09 0.10
H -4.5148 2.1385 -0.5190 0.01 -0.22 -0.02
H -6.4334 1.9636 0.9673 -0.10 0.13 0.04
C 7.5186 10.6251 1.3535 0.47 0.33 0.05
C 6.1055 10.6254 0.8357 0.03 -0.25 -0.55
O 5.5145 9.5506 1.5519 0.14 0.35 0.39
C 6.1850 9.4674 2.7369 0.16 -0.17 0.32
O 5.7954 8.8641 3.6837 0.02 -0.07 -0.12
O 7.3447 10.1627 2.6971 -0.40 -0.10 -0.19
F 6.0618 10.3485 -0.4856 -0.10 0.01 0.04
H 8.1596 9.9292 0.8099 -0.18 -0.04 -0.11
H 7.9739 11.6124 1.3340 -0.02 -0.03 0.25
H 5.5509 11.5447 1.0339 -0.05 -0.03 -0.11
C 5.7733 -3.7474 2.0115 0.25 -0.55 -0.17
C 4.5940 -3.1807 2.7525 0.23 -0.07 0.47
O 4.6039 -1.8150 2.3568 -0.11 -0.29 -0.41
C 5.1560 -1.7885 1.1093 0.20 0.09 -0.43
O 5.0795 -0.8615 0.3679 -0.06 0.16 0.10
O 5.7887 -2.9449 0.8233 -0.29 0.32 0.28
F 4.7744 -3.2529 4.0893 -0.24 0.27 0.09
H 6.7092 -3.6127 2.5550 -0.13 0.08 0.15
H 5.6537 -4.8010 1.7736 -0.01 0.09 -0.20
H 3.6353 -3.6308 2.4878 -0.02 0.03 0.12
C 1.6436 -1.0253 -3.1223 -0.15 0.22 -0.48
C 2.5575 -0.9630 -1.9270 -0.19 -0.07 0.40
O 2.5932 -2.3065 -1.4916 0.18 0.23 -0.42
C 2.3937 -3.0780 -2.6051 -0.09 -0.60 -0.16
O 2.6206 -4.2355 -2.6646 -0.03 0.07 0.07
O 1.9067 -2.3316 -3.6333 0.16 0.14 0.40
F 2.0279 -0.1954 -0.9345 0.07 0.07 0.05
H 0.5904 -0.9488 -2.8442 0.07 0.01 0.20
H 1.8688 -0.2618 -3.8642 0.07 -0.19 -0.13
H 3.5713 -0.6240 -2.1475 -0.01 0.10 0.18
C -4.7646 -2.3507 -2.2877 -0.16 0.43 0.40
C -5.1795 -3.3825 -3.2973 0.06 0.28 -0.43
O -4.0574 -4.2525 -3.3379 -0.20 0.05 0.60
C -3.4832 -4.1894 -2.1028 0.34 -0.18 0.06
O -2.6926 -4.9700 -1.6889 0.02 0.07 -0.01
O -3.9378 -3.1149 -1.4021 0.00 -0.24 -0.35
F -5.3479 -2.8290 -4.5242 -0.01 -0.11 -0.05
H -4.1742 -1.5463 -2.7318 -0.01 -0.12 -0.19
H -5.6072 -1.9127 -1.7607 0.08 -0.22 0.10
H -6.0683 -3.9454 -3.0265 -0.03 0.07 -0.13
C 3.2556 -7.0045 6.1600 -0.52 -0.12 -0.23
C 3.9515 -6.3368 7.3161 0.22 -0.41 0.31
O 5.2703 -6.1654 6.8287 -0.43 0.29 -0.33
C 5.1664 -6.0433 5.4752 0.31 -0.03 -0.25
O 6.0242 -5.6292 4.7715 0.05 -0.12 -0.07
O 3.9459 -6.4515 5.0365 0.19 0.13 0.32
F 3.9864 -7.1407 8.4041 0.02 0.10 0.05
H 3.3835 -8.0881 6.1688 0.12 0.04 0.18
H 2.1929 -6.7753 6.1193 0.07 0.12 -0.19
H 3.5364 -5.3658 7.5942 0.02 -0.05 0.13
C -7.3828 -7.0611 -4.0470 0.75 -0.05 -0.09
C -8.7320 -7.1242 -4.7076 -0.24 -0.24 0.29
O -9.4471 -6.0877 -4.0583 0.49 0.16 -0.30
C -8.5208 -5.1572 -3.6864 -0.11 0.37 0.23
O -8.7751 -4.0479 -3.3592 0.05 -0.05 0.07
O -7.2607 -5.6664 -3.7464 -0.59 -0.22 -0.09
F -9.3529 -8.3067 -4.4580 -0.10 0.02 -0.06
H -7.3434 -7.6352 -3.1191 -0.22 -0.05 -0.04
H -6.5827 -7.3923 -4.6978 0.09 0.31 0.02
H -8.7175 -6.9408 -5.7833 -0.09 -0.14 0.00
C 2.0567 5.8325 -2.3710 -0.26 -0.14 0.49
C 3.0094 5.5436 -3.5016 -0.25 0.03 -0.51
O 3.4137 6.8360 -3.9058 0.06 -0.20 0.63
C 3.3357 7.6305 -2.7982 0.16 0.59 -0.05
O 3.8398 8.6932 -2.6968 -0.08 -0.03 0.03
O 2.6006 7.0308 -1.8142 0.11 -0.25 -0.32
F 2.3792 4.9363 -4.5340 0.08 -0.06 -0.01
H 1.0407 6.0229 -2.7218 0.09 -0.05 -0.22
H 2.0303 5.0335 -1.6309 0.11 0.13 0.11
H 3.8868 4.9591 -3.2157 -0.03 -0.08 -0.12
C -7.5028 -10.7498 -4.8747 -0.39 0.19 0.39
C -6.4782 -11.8338 -5.0810 -0.19 -0.33 -0.38
O -5.7093 -11.3362 -6.1624 -0.05 0.38 0.52
C -5.7709 -9.9775 -6.0857 0.27 0.22 -0.40
O -5.0465 -9.2364 -6.6561 -0.11 0.04 0.02
O -6.7766 -9.5758 -5.2561 0.14 -0.60 -0.13
F -7.0593 -12.9972 -5.4544 0.09 -0.04 0.03
H -8.3710 -10.8672 -5.5246 0.10 -0.17 -0.07
H -7.8428 -10.6831 -3.8437 0.10 0.20 -0.02
H -5.8273 -12.0107 -4.2223 -0.02 -0.14 -0.04
```
Positions in Å, forces in eV/Å.

Output
Orbital gap, hartree: 0.281
Net charge: +1

Mulliken population analysis, charges in e, atoms 1 to 6: atom 1 (C): -0.7664, atom 2 (C): -0.2203, atom 3 (C): 0.1192, atom 4 (C): -0.1689, atom 5 (N): -0.6211, atom 6 (C): 0.3880